(1)
Entry from the Open Molecules 2025 dataset: a molecular structure, C47H30ClF3GeN4O2SY in a non-equilibrium geometry (ωB97M-V/def2-TZVPD).

The calculation puts the HOMO energy (spin up / spin down) at -2.8 / -2.8 eV. For the LUMO energy (spin up / spin down), the calculation gives 0.812 / 0.812 eV. The frontier orbital gap (spin up / spin down) is 3.65 / 3.65 eV. For the total energy, the calculation gives -148353.07464 eV.

ORCA input file:
```
! wB97M-V def2-TZVPD RIJCOSX def2/J DEFGRID3
* xyz -1 1
Y 0.063 0.361 0.908
S -3.214 0.700 8.266
N -2.713 1.906 7.293
C -2.193 1.337 6.225
C -1.632 2.034 5.093
C -1.605 3.424 5.008
C -1.058 4.022 3.895
C -0.570 3.201 2.881
N -0.598 1.882 2.931
C -1.103 1.271 4.028
C -1.090 -0.178 4.085
N -0.516 -0.849 3.070
C -0.467 -2.168 3.116
C -1.012 -2.922 4.155
C -1.634 -2.257 5.190
C -1.666 -0.867 5.183
C -2.227 -0.093 6.260
N -2.773 -0.578 7.358
H -2.022 4.005 5.821
H -1.014 5.097 3.797
H -0.150 3.632 1.978
H 0.018 -2.654 2.279
H -0.950 -4.001 4.133
H -2.094 -2.785 6.016
Cl 7.777 1.138 1.321
C 6.077 0.810 1.543
C 5.546 0.797 2.845
C 4.214 0.570 3.045
C 3.310 0.345 1.958
O 2.065 0.197 2.165
C 3.901 0.300 0.650
C 3.111 -0.072 -0.482
O 1.934 -0.421 -0.465
C 5.273 0.557 0.471
H 6.209 0.960 3.685
H 3.794 0.559 4.043
H 3.637 -0.083 -1.454
H 5.678 0.542 -0.535
F 3.522 7.272 -4.970
C 2.264 7.454 -4.509
F 2.236 8.661 -3.905
F 1.475 7.560 -5.606
C 1.834 6.350 -3.601
C 2.195 5.041 -3.900
C 1.800 4.011 -3.071
C 1.038 4.265 -1.923
C 0.678 5.588 -1.642
C 1.074 6.621 -2.471
C 0.646 3.194 -1.066
C 0.311 2.277 -0.330
H 2.787 4.833 -4.782
H 2.077 2.990 -3.296
H 0.084 5.793 -0.762
H 0.796 7.641 -2.238
C -1.573 -1.075 0.276
Ge -1.466 -2.318 -1.157
C -2.807 -1.914 -2.599
C -2.550 -2.145 -3.950
C -3.484 -1.820 -4.927
C -4.699 -1.256 -4.566
C -4.972 -1.021 -3.225
C -4.032 -1.346 -2.257
C 0.210 -2.275 -2.207
C 1.124 -3.322 -2.252
C 2.254 -3.254 -3.060
C 2.472 -2.135 -3.850
C 1.566 -1.082 -3.821
C 0.448 -1.154 -3.004
C -1.819 -4.233 -0.718
C -2.099 -4.603 0.595
C -2.364 -5.926 0.928
C -2.351 -6.905 -0.055
C -2.078 -6.552 -1.370
C -1.817 -5.227 -1.695
H -2.461 -1.297 0.888
H -1.600 -2.579 -4.245
H -3.258 -1.999 -5.973
H -5.423 -0.994 -5.328
H -5.916 -0.572 -2.937
H -4.239 -1.136 -1.212
H 0.960 -4.200 -1.635
H 2.961 -4.075 -3.081
H 3.343 -2.083 -4.493
H 1.732 -0.204 -4.435
H -0.252 -0.324 -2.969
H -2.113 -3.835 1.363
H -2.582 -6.197 1.956
H -2.554 -7.939 0.200
H -2.072 -7.312 -2.143
H -1.612 -4.960 -2.727
*
```



(2)
Entry from the Open Molecules 2025 dataset: a molecular structure, C47H33ClFN8O9ScSe (ωB97M-V/def2-TZVPD).

The calculation puts the HOMO energy at -7.6 eV. For the LUMO energy, the calculation gives -0.998 eV. The frontier orbital gap is 6.62 eV. For the total energy, the calculation gives -180916.67406 eV. The value obtained for the energy relative to the best compared isomer or geometry (same formula, charge and spin) is 27.6 kJ/mol.

ORCA input file:
```
! wB97M-V def2-TZVPD RIJCOSX def2/J DEFGRID3
* xyz 0 1
Sc 0.061 -0.295 0.584
O -3.090 -5.360 1.547
C -3.942 -4.366 1.681
O -5.120 -4.540 1.883
C -3.397 -2.976 1.588
C -4.153 -1.828 1.758
Cl -5.800 -1.622 2.102
N -3.359 -0.756 1.556
N -2.103 -1.151 1.251
C -2.119 -2.478 1.269
C -0.832 -3.173 0.901
O -0.768 -4.400 0.977
O 0.078 -2.391 0.501
C -3.735 0.626 1.543
C -4.214 1.220 2.699
C -4.563 2.561 2.667
C -4.429 3.285 1.490
C -3.960 2.670 0.338
C -3.619 1.327 0.358
H -2.157 -5.045 1.338
H -4.312 0.639 3.607
H -4.934 3.040 3.562
H -4.696 4.333 1.471
H -3.860 3.230 -0.583
H -3.261 0.831 -0.534
C 7.140 -1.362 3.170
C 7.051 -0.102 2.319
C 8.147 -0.109 1.266
C 8.016 1.073 0.325
C 6.668 1.040 -0.334
C 6.474 1.510 -1.609
C 5.201 1.491 -2.180
F 5.068 1.965 -3.431
C 4.113 1.020 -1.511
C 4.291 0.527 -0.208
C 3.126 0.068 0.534
O 2.001 0.087 -0.046
C 3.343 -0.326 1.871
C 4.625 -0.334 2.355
N 5.714 0.023 1.668
C 5.564 0.520 0.375
C 2.259 -0.768 2.835
O 2.588 -1.054 3.977
O 1.071 -0.783 2.362
H 8.170 -1.477 3.508
H 6.874 -2.240 2.579
H 6.511 -1.337 4.057
H 7.175 0.781 2.953
H 8.098 -1.046 0.703
H 9.106 -0.093 1.784
H 8.801 1.069 -0.430
H 8.125 2.005 0.890
H 7.301 1.908 -2.183
H 3.126 1.021 -1.951
H 4.755 -0.664 3.375
C -6.165 -3.161 -1.054
O -6.008 -3.345 -2.453
C -5.491 -2.320 -3.169
C -5.253 -2.583 -4.519
C -4.717 -1.604 -5.326
C -4.364 -0.363 -4.800
C -4.648 -0.083 -3.471
C -5.214 -1.055 -2.654
N -3.800 0.554 -5.754
N -2.838 1.289 -5.498
C -2.181 1.261 -4.218
C -2.075 2.449 -3.547
C -1.515 2.533 -2.257
C -1.033 1.400 -1.637
O -0.533 1.360 -0.427
C -1.076 0.168 -2.366
N -0.567 -0.902 -1.696
C -0.520 -2.060 -2.314
C -0.975 -2.231 -3.635
C -1.521 -1.172 -4.303
C -1.607 0.085 -3.663
H -6.480 -4.116 -0.645
H -6.917 -2.400 -0.835
H -5.214 -2.879 -0.596
H -5.508 -3.559 -4.908
H -4.547 -1.787 -6.380
H -4.438 0.895 -3.058
H -5.440 -0.812 -1.625
H -2.473 3.339 -4.020
H -1.459 3.483 -1.740
H -0.108 -2.890 -1.753
H -0.894 -3.203 -4.101
H -1.877 -1.287 -5.319
Se -0.980 0.904 3.979
N -0.427 1.441 2.378
C 0.608 2.247 2.578
C 1.368 2.875 1.539
C 2.433 3.634 1.893
C 2.806 3.832 3.266
C 2.103 3.273 4.279
C 0.976 2.451 3.958
N 0.231 1.829 4.856
H 1.066 2.727 0.511
H 3.022 4.118 1.123
H 3.665 4.453 3.485
H 2.367 3.414 5.317
*
```



(3)
Entry from the Open Molecules 2025 dataset: a molecular structure, C47H36F2N10Ti (ωB97M-V/def2-TZVPD).

The calculation puts the HOMO energy (spin up / spin down) at -2.6 / -2.6 eV. For the LUMO energy (spin up / spin down), the calculation gives 2.042 / 2.041 eV. The frontier orbital gap (spin up / spin down) is 4.63 / 4.64 eV. For the total energy, the calculation gives -92772.71556 eV. The expectation value of S² is 0.773. The value obtained for the energy relative to the best compared isomer or geometry (same formula, charge and spin) is 342.6 kJ/mol.

ORCA input file:
```
! wB97M-V def2-TZVPD RIJCOSX def2/J DEFGRID3
* xyz -1 2
Ti -0.860 -0.720 -0.396
N 0.079 0.180 3.704
C -0.185 0.844 2.411
N -0.314 -0.248 1.475
C -0.069 -1.394 2.225
N 0.218 -1.226 3.470
C -0.252 -2.658 1.536
C -0.055 -3.891 2.107
N -0.255 -5.069 1.510
C -0.733 -4.927 0.244
C -0.967 -3.752 -0.395
N -0.704 -2.512 0.200
H 0.919 0.521 4.154
H -1.137 1.395 2.483
H 0.298 -3.904 3.135
H -0.946 -5.846 -0.294
H -1.378 -3.729 -1.394
C 0.624 -2.538 -4.635
C 0.844 -1.516 -5.614
C 1.154 -0.262 -5.181
C 1.245 0.083 -3.809
N 0.914 -0.902 -2.907
C 0.673 -2.184 -3.330
C 1.642 1.388 -3.360
C 2.373 2.265 -4.210
C 2.800 3.480 -3.740
C 2.511 3.847 -2.420
C 1.772 2.951 -1.670
N 1.327 1.775 -2.099
H 0.420 -3.564 -4.900
H 0.769 -1.728 -6.672
H 1.307 0.515 -5.912
H 0.522 -2.895 -2.530
H 2.639 1.971 -5.212
H 3.375 4.134 -4.385
H 2.850 4.778 -1.989
H 1.526 3.202 -0.639
F -3.493 -1.224 -1.776
C -2.130 -1.175 -2.111
F -1.962 0.138 -2.673
H -2.056 -1.847 -2.972
C 0.922 1.878 2.010
C 0.362 3.254 1.803
C -0.294 3.564 0.613
C -0.887 4.798 0.423
C -0.839 5.749 1.440
C -0.183 5.459 2.634
C 0.410 4.220 2.806
C -1.469 7.030 1.256
N -1.979 8.051 1.114
H 1.684 1.905 2.792
H 1.399 1.517 1.094
H -0.308 2.824 -0.179
H -1.376 5.039 -0.513
H -0.139 6.205 3.416
H 0.916 3.994 3.736
N -3.942 2.446 0.066
C -2.842 1.918 -0.518
N -2.484 0.783 0.010
C -3.420 0.521 1.014
C -3.541 -0.572 1.871
C -4.593 -0.558 2.763
C -5.510 0.505 2.808
C -5.404 1.588 1.958
C -4.339 1.569 1.064
H -4.361 3.327 -0.168
H -2.352 2.380 -1.360
H -2.839 -1.395 1.836
H -4.714 -1.388 3.446
H -6.321 0.472 3.524
H -6.110 2.407 1.991
C 1.001 -0.746 -1.449
C 2.180 -0.952 -0.952
C 3.372 -1.152 -0.440
C 3.832 -2.573 -0.302
C 4.802 -3.089 -1.161
C 5.154 -4.429 -1.100
C 4.539 -5.271 -0.182
C 3.578 -4.764 0.681
C 3.234 -3.419 0.623
C 4.262 -0.030 -0.066
C 5.545 -0.246 0.437
C 6.363 0.825 0.773
C 5.916 2.129 0.619
C 4.635 2.356 0.125
C 3.819 1.291 -0.210
H 5.265 -2.434 -1.890
H 5.898 -4.821 -1.784
H 4.799 -6.321 -0.148
H 3.074 -5.410 1.387
H 2.473 -3.025 1.280
H 5.902 -1.258 0.572
H 7.356 0.636 1.162
H 6.558 2.962 0.878
H 4.272 3.368 -0.002
H 2.819 1.463 -0.609
*
```